DFT (wB97M-V/def2-TZVPD) results for one molecule with the formula C3H6BrNO2 in a non-equilibrium geometry.

Bonds (Å) are listed after each position.
Positions of all 13 atoms, in Å:
1 C 0.65074 0.07055 0.04695  C2 1.488, N4 1.343, O5 1.323
2 C 0.26856 -1.23497 -0.55593  C1 1.488, H8 1.118, H9 1.125, H10 1.151
3 C -1.52817 0.82954 0.41893  O5 1.391, Br7 1.925, H11 1.099, H12 1.139
4 N 1.89183 0.58285 0.00697  C1 1.343, O6 1.268, H13 1.058
5 O -0.16735 0.87660 0.70304  C1 1.323, C3 1.391
6 O 2.17581 1.79229 0.26197  N4 1.268
7 Br -2.66186 -0.23745 1.55188  C3 1.925
8 H 0.53992 -1.36808 -1.63257  C2 1.118
9 H -0.84048 -1.34279 -0.39934  C2 1.125
10 H 0.70239 -2.14897 -0.00643  C2 1.151
11 H -1.94208 1.80627 0.70720  C3 1.099
12 H -1.69479 0.40322 -0.62459  C3 1.139
13 H 2.60548 -0.02905 -0.47806  N4 1.058

## Properties
**Maximum force**: 3.56 eV/Å
**Total energy**: -78832.5053 eV
**ΔE to the lowest compared entry with this formula, charge and spin**: 73.7 kcal per mole
**SMILES string**: C/C(=[NH+]/[O-])OCBr
**M**: 167.99 u
**Orbital gap (spin up / spin down)**: 8.54 / 8.54 eV

DFT (wB97M-V/def2-TZVPD) results for one molecule with the formula C10H13N3S2 in a non-equilibrium geometry.

Bonds (Å) are listed after each position.
Positions of all 28 atoms, in Å:
1 N 2.59401 -3.90445 -1.69511  C5 1.281, H16 1.030
2 N 1.24226 -2.31140 -1.03151  C5 1.379, C6 1.336
3 S 0.97444 -3.29532 -3.71292  C5 1.784, N13 1.713
4 S -0.83117 2.84126 2.98394  C10 1.677, C14 1.735
5 C 1.62695 -3.14653 -2.05900  N1 1.281, N2 1.379, S3 1.784
6 C 0.61028 -1.15892 -1.27200  N2 1.336, C11 1.514, H17 1.121
7 C 0.20083 0.48220 2.21144  C8 1.465, C10 1.378, H18 1.033
8 C 0.62069 -0.40794 1.12587  C7 1.465, C11 1.380, H19 1.047
9 C -0.45516 0.96143 -0.43326  C11 1.359, C12 1.389, H20 1.096
10 C -0.57150 1.58218 1.90665  S4 1.677, C7 1.378, C12 1.421
11 C 0.22596 -0.18616 -0.17740  C6 1.514, C8 1.380, C9 1.359
12 C -0.87217 1.85495 0.54489  C9 1.389, C10 1.421, C15 1.554
13 N 2.34469 -4.05142 -4.40944  S3 1.713, H21 1.041, H22 0.988
14 C -2.41786 2.48607 3.58857  S4 1.735, H23 1.004, H24 1.066, H25 1.046
15 C -1.68420 3.12042 0.15175  C12 1.554, H26 1.075, H27 1.140, H28 1.121
16 H 3.12511 -3.57759 -0.87493  N1 1.030
17 H 0.40885 -0.89379 -2.34253  C6 1.121
18 H 0.41712 0.36390 3.21424  C7 1.033
19 H 1.22601 -1.24944 1.27405  C8 1.047
20 H -0.78174 1.02673 -1.47795  C9 1.096
21 H 2.89385 -3.39879 -5.00615  N13 1.041
22 H 2.94890 -4.24044 -3.65154  N13 0.988
23 H -2.41199 2.78192 4.54802  C14 1.004
24 H -2.54164 1.42783 3.55906  C14 1.066
25 H -3.14071 2.87107 2.93843  C14 1.046
26 H -1.04802 3.94301 -0.12050  C15 1.075
27 H -2.28274 2.80243 -0.76512  C15 1.140
28 H -2.42102 3.27680 0.98245  C15 1.121

## Properties
**Maximum force**: 5.94 eV/Å
**Total energy**: -36719.0462 eV
**ΔE to the lowest compared entry with this formula, charge and spin**: 0.0 kcal per mole
**SMILES string**: [H]/N=C(\N=C\c1ccc(SC)c(C)c1)SN
**M**: 239.37 u
**Orbital gap**: 8.10 eV

DFT (wB97M-V/def2-TZVPD) results for a 3-piece molecular cluster, C14H30O6S3Si overall.

Bonds (Å) are listed after each position.
Positions of all 54 atoms, in Å:
1 C 1.33539 -3.13449 1.43429  C2 1.539, H11 1.093, H12 1.092, H13 1.094
2 C 2.21123 -2.52521 0.32577  C1 1.539, S3 1.820, H14 1.092, H15 1.088
3 S 2.96489 -3.75030 -0.78977  C2 1.820, C4 1.823
4 C 4.74524 -3.48991 -0.49373  S3 1.823, Si5 1.896, H16 1.094, H17 1.093
5 Si 5.57065 -2.33454 -1.74969  C4 1.896, C6 1.898, H18 1.483, H19 1.480
6 C 6.08419 -0.65257 -1.03467  Si5 1.898, C7 1.534, H20 1.094, H21 1.093
7 C 5.70589 -0.36907 0.42447  C6 1.534, C8 1.517, H22 1.100, H23 1.093
8 C 6.82614 -0.65902 1.40477  C7 1.517, O9 1.195, O10 1.359
9 O 7.94068 -0.97251 1.11004  C8 1.195
10 O 6.47787 -0.55638 2.71390  C8 1.359, H24 0.968
11 H 1.70667 -2.87052 2.42757  C1 1.093
12 H 1.27929 -4.22134 1.34636  C1 1.092
13 H 0.31605 -2.74387 1.35559  C1 1.094
14 H 3.01750 -1.93327 0.76437  C2 1.092
15 H 1.63512 -1.83237 -0.28412  C2 1.088
16 H 5.21922 -4.47453 -0.54164  C4 1.094
17 H 4.87126 -3.14487 0.53549  C4 1.093
18 H 6.76245 -2.99137 -2.33880  Si5 1.483
19 H 4.62454 -2.09609 -2.86243  Si5 1.480
20 H 5.63734 0.12125 -1.66642  C6 1.094
21 H 7.16799 -0.56072 -1.14133  C6 1.093
22 H 5.46504 0.69736 0.54164  C7 1.100
23 H 4.81474 -0.90786 0.75656  C7 1.093
24 H 5.62046 -0.11418 2.79217  O10 0.968
25 C -1.89373 0.20785 -2.94669  C26 1.535, C31 1.525, H32 1.089, H33 1.092
26 C -2.08288 1.64342 -2.43752  C25 1.535, C27 1.531, H34 1.092, H35 1.088
27 C -1.43259 1.72643 -1.05370  C26 1.531, S28 1.794, H36 1.087, H37 1.085
28 S -0.11332 0.51077 -1.05517  C27 1.794, O29 1.445, O30 1.443, C31 1.790
29 O -0.43310 -0.51517 -0.08962  S28 1.445
30 O 1.17670 1.15649 -1.02217  S28 1.443
31 C -0.42893 -0.13539 -2.69467  C25 1.525, S28 1.790, H38 1.088, H39 1.090
32 H -2.14617 0.11329 -4.00203  C25 1.089
33 H -2.53638 -0.47291 -2.38433  C25 1.092
34 H -1.59376 2.34023 -3.12216  C26 1.092
35 H -3.13442 1.91598 -2.37670  C26 1.088
36 H -1.00329 2.70339 -0.84562  C27 1.087
37 H -2.13406 1.45259 -0.27321  C27 1.085
38 H -0.20628 -1.20030 -2.70038  C31 1.088
39 H 0.23336 0.39042 -3.38194  C31 1.090
40 C -7.25639 2.45543 1.34594  C41 1.535, C46 1.525, H47 1.089, H48 1.092
41 C -6.78893 1.69956 2.59760  C40 1.535, C42 1.534, H49 1.091, H50 1.089
42 C -5.34931 1.23641 2.34220  C41 1.534, S43 1.798, H51 1.087, H52 1.088
43 S -4.64234 2.42988 1.19820  C42 1.798, O44 1.444, O45 1.439, C46 1.790
44 O -4.37207 1.75481 -0.04931  S43 1.444
45 O -3.61972 3.20403 1.85077  S43 1.439
46 C -6.12337 3.41250 0.98959  C40 1.525, S43 1.790, H53 1.087, H54 1.090
47 H -8.18728 2.99243 1.52051  C40 1.089
48 H -7.42187 1.75458 0.52507  C40 1.092
49 H -6.81344 2.37001 3.45857  C41 1.091
50 H -7.43455 0.85249 2.82313  C41 1.089
51 H -4.73749 1.22493 3.24048  C42 1.087
52 H -5.30936 0.26499 1.85354  C42 1.088
53 H -6.15448 3.78345 -0.03206  C46 1.087
54 H -6.06036 4.24379 1.69128  C46 1.090

## Properties
**Maximum force**: 0.41 eV/Å
**Total energy**: -67672.3711 eV
**SMILES string**: CCSC[SiH2]CCC(=O)O.O=S1(=O)CCCC1.O=S1(=O)CCCC1
**M**: 418.67 u
**Orbital gap**: 8.39 eV